Entry 1:
Formula: Cl8O32Pb
Source: the OMol25 dataset
Level of theory: ωB97M-V/def2-TZVPD

* relative energy (zero: lowest compared OMol25 entry of this formula, charge and spin): 0.0 kJ/mol
* HOMO-LUMO gap: 1.9 eV
* charge: -6

```
41
Cl8O32Pb, DFT ωB97M-V/def2-TZVPD
O -1.21384 5.39658 1.38657
O -1.75529 6.57973 3.27746
O -0.91517 0.09188 5.46880
O 4.95810 3.89916 -2.74290
O -2.28695 4.13556 -6.61273
O 6.64924 0.51147 3.15135
O 0.61186 -4.33401 -4.56289
O -1.22116 -4.53645 -6.04204
Cl -6.25171 -1.45057 -0.79945
O -3.41113 6.05945 1.62760
Cl 6.53019 -0.90034 3.29628
Cl 5.27631 5.23465 -3.04591
O -2.07509 0.86860 7.24712
O 7.83862 -1.47715 3.29365
O -3.89647 2.40897 -6.42428
O 0.81583 -5.72295 2.44246
O 4.94913 6.10166 -1.94137
O 5.81556 -1.37661 2.19219
O 6.67136 5.40074 -3.16404
O -6.30969 -1.91306 -2.16389
O -6.88492 -2.39417 0.05318
O -3.72194 4.15517 -4.81782
O 2.32569 -7.49784 2.66455
Pb 1.04744 -0.07715 -0.12028
Cl 1.00664 -6.99842 3.04366
O -4.85495 -1.36354 -0.32641
O -1.69241 7.70413 1.22920
O 5.87063 -1.17948 4.52766
O -0.90824 -6.08882 -4.34206
O -0.00974 -7.91844 2.54380
O 4.71276 5.64042 -4.25902
Cl -2.04183 6.43848 1.88259
O -2.02100 2.54254 -5.00173
O 0.87630 -7.01358 4.46701
Cl -3.01657 3.30980 -5.71447
O -6.86603 -0.17534 -0.66268
O -0.68108 -1.10343 7.51645
Cl -1.56844 -0.36293 6.62435
Cl -0.21629 -5.22258 -5.26903
O -2.61167 -1.23787 6.21930
O 0.47594 -6.13428 -6.14222
```

Atomic partial charges in e from the Löwdin method, atoms 1 to 5: -0.38 -0.39 -0.36 -0.37 -0.39

=====

Entry 2:
Formula: C33H40AsN6O2SSeSn
Source: the OMol25 dataset
Level of theory: ωB97M-V/def2-TZVPD

* relative energy (zero: lowest compared OMol25 entry of this formula, charge and spin): 0.0 kJ/mol
* HOMO-LUMO gap (alpha / beta): 5.4 / 5.4 eV
* charge: +1

```
85
C33H40AsN6O2SSeSn, DFT ωB97M-V/def2-TZVPD
H 11.96448 -16.38926 -14.38076
H 8.59269 -7.23402 -13.01645
H 9.78970 -7.74142 -16.35680
C 12.41633 -9.95048 -12.85858
H 13.77268 -8.39476 -13.44888
C 9.54371 -10.69463 -10.12765
H 12.51618 -11.62448 -9.89051
C 8.78723 -15.57855 -17.85548
C 9.81862 -11.65000 -11.12774
N 11.82880 -14.30476 -16.10184
H 14.11016 -9.65563 -16.74215
Se 14.19362 -13.47751 -14.93887
H 11.58660 -15.94763 -18.83979
C 10.95123 -16.61091 -14.03821
C 16.28766 -10.92886 -17.48979
H 17.49131 -15.47397 -16.65874
H 7.62560 -13.08039 -15.62510
H 16.16541 -9.89230 -17.84547
H 16.63320 -15.11175 -15.10881
H 14.34235 -10.29123 -15.07364
H 11.83490 -9.87593 -13.78345
C 14.36134 -9.28344 -11.55721
O 7.83721 -13.98415 -15.93967
H 8.10512 -9.96425 -8.68481
N 9.23330 -14.05829 -15.97917
C 16.57199 -15.03544 -16.21114
C 11.14464 -15.03640 -16.91657
C 15.33367 -11.42220 -16.60321
H 10.73448 -9.21868 -15.95861
H 7.44151 -17.13891 -12.54391
C 17.36584 -11.71755 -17.91802
H 10.93002 -18.63546 -14.74920
H 6.96876 -7.44257 -15.48765
C 9.12115 -8.19228 -13.08243
As 8.52054 -9.17069 -14.63549
C 9.71459 -8.82937 -16.15960
C 11.76208 -16.09186 -17.77188
C 17.45561 -13.04953 -17.49534
C 9.09008 -18.07892 -13.63381
C 13.97502 -10.20034 -10.57406
C 10.39117 -17.85413 -14.20790
C 11.97944 -10.81502 -11.83772
H 15.70212 -15.65166 -16.55198
H 19.01233 -10.36036 -18.27715
H 6.30091 -9.06744 -15.86577
N 10.33714 -15.55550 -13.43081
C 13.53796 -9.14286 -12.66936
C 8.32343 -10.71493 -9.45639
H 15.29517 -8.71494 -11.47929
H 7.77674 -15.21480 -17.65447
C 8.83699 -12.70396 -11.33155
H 8.62507 -19.07086 -13.72222
O 13.18591 -14.48629 -16.18030
H 17.94085 -10.64667 -19.66909
H 11.43310 -17.11641 -17.51204
H 6.14544 -8.38957 -14.21997
Sn 10.54845 -13.01564 -14.00919
H 18.33393 -13.64098 -17.82797
N 10.85757 -11.62540 -11.97671
C 15.43839 -12.76622 -16.17838
H 9.29021 -9.35990 -17.02276
H 14.60435 -10.34386 -9.69708
C 12.80131 -10.92600 -10.68679
C 14.18920 -10.57195 -16.12391
C 8.46029 -17.06309 -12.93826
H 13.22876 -11.10213 -16.23105
C 7.61113 -12.70563 -10.63688
H 9.01805 -15.35749 -18.90999
H 19.08505 -11.91720 -19.19561
C 6.78465 -8.44615 -15.10751
H 12.85834 -16.03743 -17.60904
N 9.17772 -13.69588 -12.23192
H 8.79378 -16.66635 -17.70267
C 7.36685 -11.72442 -9.67675
C 9.70124 -14.85672 -16.89124
C 16.50007 -13.58665 -16.63811
H 6.93312 -13.50601 -10.92591
C 9.10500 -15.76877 -12.88745
C 18.42173 -11.12689 -18.80557
N 8.43237 -14.77427 -12.24972
H 10.30888 -9.91511 -9.98042
H 10.20984 -8.04417 -13.12879
S 8.33775 -11.37494 -14.30458
H 8.88004 -8.78737 -12.18835
H 6.42584 -11.71536 -9.10744
```

Atomic partial charges in e from the Löwdin method, atoms 1 to 5: 0.11 0.05 0.05 -0.07 0.11

=====

Entry 3:
Formula: C14H25ClIN2OP2Ru
Source: the OMol25 dataset
Level of theory: ωB97M-V/def2-TZVPD

* spin multiplicity: 5
* relative energy (zero: lowest compared OMol25 entry of this formula, charge and spin): 0.0 kJ/mol
* <S²>: 6.045
* HOMO-LUMO gap (alpha / beta): 7.4 / 5.1 eV
* charge: +3

```
47
C14H25ClIN2OP2Ru, DFT ωB97M-V/def2-TZVPD
H -2.04464 -1.51318 1.70174
H 0.90085 -0.90724 -4.70661
H 1.39350 2.36380 0.23262
H -3.70422 -1.23759 -1.39748
C -1.14697 -1.15518 2.26580
H 1.96828 -1.56421 1.64668
H 2.58508 -2.05925 -0.29764
H 1.29603 1.07146 1.42798
Ru 0.01260 -1.12097 -1.24084
C 1.12977 -1.15647 2.20896
P -1.84798 0.11756 -0.83616
H -2.18891 -0.99233 4.12838
H -0.91660 -0.92156 -4.69489
H -1.31009 1.07482 1.32930
C 2.80726 1.24528 -1.98230
H 2.88708 1.68202 0.94278
O 0.04350 1.12238 -2.50424
H 2.79920 0.68697 -2.92410
C 1.87371 1.44547 0.58633
H 0.04059 -0.98911 5.43520
N -0.01812 -0.87469 1.55623
H -2.86706 1.68852 0.73114
H 3.69892 -1.21460 -1.38003
C 0.00166 -0.97600 4.34627
H 3.83229 1.38350 -1.64075
H -2.23547 2.04417 -2.30210
C -3.12248 -1.12972 -0.48179
H -2.80291 0.50811 -3.01162
H 2.30149 2.19759 -2.11015
C 0.00695 -0.03508 -3.00457
H -3.75764 -0.78594 0.33932
P 1.87358 0.21245 -0.76181
C -1.84090 1.41799 0.44383
C -1.18256 -1.03717 3.63924
H -3.77554 1.30562 -1.73482
H 3.73989 -0.88193 0.38722
I 0.22346 -3.05776 -2.70428
C 2.42780 -0.85500 4.29033
C 3.09744 -1.11004 -0.47122
H -2.66314 -2.09422 -0.24043
C -0.01124 -0.30660 -4.50546
Cl -0.52664 -3.06632 0.38213
H -1.31915 2.30075 0.05846
N 3.33402 -0.71994 5.02390
C 1.18783 -0.98067 3.60810
C -2.76476 1.11412 -2.09853
H -0.01864 0.61845 -5.12312
```

Atomic partial charges in e from the Löwdin method, atoms 1 to 5: 0.09 0.09 0.07 0.07 -0.19

=====

Entry 4:
Formula: C14H16
Source: the OMol25 dataset
Level of theory: ωB97M-V/def2-TZVPD

* spin multiplicity: 2
* relative energy (zero: lowest compared OMol25 entry of this formula, charge and spin): 309.6 kJ/mol
* <S²>: 0.759
* HOMO-LUMO gap (alpha / beta): 2.2 / 6.5 eV
* charge: -1

```
30
C14H16, DFT ωB97M-V/def2-TZVPD
C -0.54213 1.86637 -2.19271
H -1.18618 1.23191 -1.48361
C -1.13628 -0.37069 3.06368
H -2.59486 -0.90360 4.67587
C -0.85133 0.98226 3.64609
H 4.16971 -0.32089 -3.43228
H -0.21762 -2.44021 0.40736
C -0.75508 -2.10263 1.36208
H 3.89932 2.10491 -2.88620
C 0.87340 1.24716 -2.31988
C -0.66358 -0.78567 1.78726
H -1.67591 1.52123 4.04986
C -2.08629 -1.12249 3.65706
H 2.04959 3.03376 -1.89069
H -1.05724 2.04419 -3.27269
C 3.15217 0.12371 -3.31818
C 1.99711 2.01107 -2.26266
H -0.04834 -0.01641 1.39501
H -2.18940 -3.75063 1.56847
H 1.89993 -1.60340 -4.22196
H -3.33073 -3.04688 3.34547
C -2.45128 -2.30146 3.09019
H -0.12360 -0.64024 -3.05948
C 3.20371 1.45216 -2.89286
C 1.94083 -0.63527 -3.55016
H -0.23006 0.71269 4.45592
H -0.59093 2.91072 -1.71311
C 0.81675 -0.04768 -3.07314
C -1.83895 -2.82366 2.00632
H -0.43272 1.66966 3.05897
```

Atomic partial charges in e from the Löwdin method, atoms 1 to 5: -0.19 0.06 -0.28 0.14 -0.05

=====

Entry 5:
Formula: C10H12N4O6S2SeTl
Source: the OMol25 dataset
Level of theory: ωB97M-V/def2-TZVPD

* relative energy (zero: lowest compared OMol25 entry of this formula, charge and spin): 0.0 kJ/mol
* HOMO-LUMO gap: 7.4 eV
* charge: -1

```
36
C10H12N4O6S2SeTl, DFT ωB97M-V/def2-TZVPD
O 2.73316 3.23163 -1.09533
C 2.34540 2.72735 1.20181
H 1.31582 -5.43734 -2.12708
H 2.30560 3.81218 1.29566
S 2.17471 -4.63410 -0.02393
N -0.95987 0.98342 -0.72621
C -2.26594 2.70284 -1.71576
H -2.49617 3.75654 -1.78135
N 1.26578 2.05861 1.91772
Se -0.89347 0.21979 3.45455
C -2.56800 0.43259 -2.38706
C -1.56969 0.07221 -1.48536
Tl 0.62900 0.03247 0.91834
H -3.04953 -0.32545 -2.99135
H -1.53259 -2.06028 -2.03780
C 1.02212 -5.54845 -1.08565
H 0.38763 2.56223 1.85481
C 2.31830 2.37886 -0.31701
O 1.88949 1.21273 -0.61160
S 2.45916 -1.90578 0.90085
C -1.09869 -1.30378 -1.38871
O -1.38157 0.68637 1.92173
N 0.39705 -2.82059 -0.64868
H -0.78257 2.95186 -0.18008
N -0.12197 -1.59150 -0.61943
O -0.30563 1.50596 4.23251
C -1.29835 2.25460 -0.82909
O 0.37693 -0.79161 3.03983
H 1.07393 -6.59359 -0.78797
H 3.30277 2.37438 1.58674
H 1.39964 1.90188 2.91450
H 0.02431 -5.15262 -0.93628
C 1.52405 -3.00451 0.00685
C -2.91023 1.76717 -2.50885
O -2.04671 -0.53086 4.26084
H -3.66385 2.07480 -3.22213
```

Atomic partial charges in e from the Löwdin method, atoms 1 to 5: 0.01 -0.14 0.03 0.11 0.83

=====

Entry 6:
Formula: C6H14N2O2Sn
Source: the OMol25 dataset
Level of theory: ωB97M-V/def2-TZVPD

* relative energy (zero: lowest compared OMol25 entry of this formula, charge and spin): 544.3 kJ/mol
* HOMO-LUMO gap: 2.7 eV
* charge: +2

```
25
C6H14N2O2Sn, DFT ωB97M-V/def2-TZVPD
C 4.20669 0.80017 0.23488
Sn -0.52757 2.45795 -2.54228
N 5.03688 1.68337 -0.31926
C -5.46914 0.30034 1.08083
H -5.81789 1.21323 0.59804
O -3.80539 -0.52878 -1.04459
H 5.15673 -0.95782 0.49773
H -5.83967 0.28529 2.10581
C -4.78061 -1.24702 -0.67220
H -4.48946 -2.80169 -2.19913
O 3.01924 0.76808 -0.13987
H 4.69147 2.37558 -0.96861
H 7.06095 0.88312 -0.46637
C 4.71921 -0.27139 1.22264
H -6.07940 -2.67856 -1.66657
H -4.42961 0.52320 1.32122
H -5.02911 -3.52325 -0.60593
N -5.61506 -0.86659 0.31387
C -5.06021 -2.66743 -1.28026
H 6.95822 2.62955 -0.57051
H 5.43257 0.08604 1.96525
H -6.40752 -1.45321 0.53293
C 6.51016 1.75159 -0.10518
H 3.89311 -0.73959 1.75785
H 6.66544 1.97783 0.94972
```

Atomic partial charges in e from the Löwdin method, atoms 1 to 5: -0.50 1.58 0.03 -0.09 0.09